Version one
This record from the Open Molecules 2025 dataset describes C21H25NO5 in the gas phase. The level of theory is ωB97M-V/def2-TZVPD.

The geometry in XYZ format:
```
52
Properties=species:S:1:pos:R:3
C 3.3292 4.1886 -1.0353
H 2.7317 4.7593 -0.3145
O 2.6097 3.0839 -1.5293
C 2.0610 2.2489 -0.5446
C 3.1102 1.3714 0.1723
N 2.4776 0.4023 1.0228
C 2.1510 0.5962 2.3266
C 1.4655 -0.5294 2.7715
C 1.4093 -1.4308 1.6697
C 2.0338 -0.8368 0.6149
C 2.2597 -1.3618 -0.7580
H 1.8002 -2.3427 -0.8399
H 1.8194 -0.7123 -1.5142
H 3.3245 -1.4623 -0.9718
H 0.9952 -2.4186 1.6692
C 0.8723 -0.6929 4.0827
O 1.2098 -0.0776 5.0751
C -0.2844 -1.6936 4.1586
H -0.8571 -1.5063 5.0723
O -1.1278 -1.5294 3.0287
C -1.4818 -2.6262 2.3404
O -1.2704 -3.7542 2.7194
C -2.1038 -2.2925 1.0500
C -1.8802 -1.1204 0.4443
C -2.3292 -0.7168 -0.8749
C -1.8112 0.4616 -1.4247
C -2.1950 0.8703 -2.6839
C -3.1057 0.1323 -3.4244
C -3.6391 -1.0366 -2.8886
C -3.2434 -1.4536 -1.6197
H -3.6781 -2.3596 -1.2311
O -4.5434 -1.8375 -3.5137
C -4.9961 -1.4746 -4.7957
H -5.5039 -0.5048 -4.7836
H -5.7057 -2.2475 -5.0864
H -4.1754 -1.4476 -5.5198
H -3.3909 0.4776 -4.4053
H -1.7866 1.7775 -3.1047
H -1.1063 1.0481 -0.8540
H -1.2705 -0.3930 0.9650
H -2.6535 -3.0991 0.5904
H 0.1002 -2.7215 4.1846
C 2.4881 1.8332 3.0745
H 2.0654 1.7615 4.0725
H 2.0957 2.7223 2.5811
H 3.5691 1.9419 3.1721
H 3.7094 0.8596 -0.5847
H 3.7710 1.9956 0.7779
H 1.5039 2.8393 0.1987
H 1.3560 1.6029 -1.0749
H 3.5502 4.8161 -1.8963
H 4.2701 3.8894 -0.5615
```

Calculated values
gap between HOMO and LUMO	8.19	eV
SMILES string	COCCn1c(C)cc(C(=O)COC(=O)/C=C/c2cccc(OC)c2)c1C
net charge	0

These are the Löwdin partial charges, in e, on atoms 1 to 5: -0.1054 0.0919 -0.1795 -0.1995 -0.0986

=====

Version two
This record from the Open Molecules 2025 dataset describes C21H25NO5 in the gas phase. The level of theory is ωB97M-V/def2-TZVPD.

The geometry in XYZ format:
```
52
Properties=species:S:1:pos:R:3
C -4.4297 -2.7055 0.6229
H -4.0167 -2.8747 1.5719
O -4.2852 -1.2540 0.1615
C -3.1932 -0.7064 0.2448
C -2.0383 -1.4738 0.5030
C -0.9397 -0.6659 0.8087
C -0.9543 0.6535 0.6504
C -2.0517 1.4336 -0.0425
C -3.2901 0.7170 -0.1379
O -4.2552 1.4121 -0.4471
C -5.5313 1.0666 -0.9151
H -5.3653 0.2408 -1.8276
H -6.0287 1.5130 -1.4578
H -6.0268 0.4659 -0.1081
O -2.1357 2.7186 -0.3587
C -1.0494 3.5025 0.0353
H -1.2579 4.3818 -0.2980
H -0.2176 3.1630 -0.6882
H -0.4950 3.6320 0.8725
H 0.0302 1.3702 0.7105
C 0.3170 -1.2573 1.1481
O 0.6053 -1.0954 2.5548
N 1.0295 -1.8541 0.3619
C 0.7112 -1.8837 -0.9361
H -0.2724 -1.5071 -1.5305
C 1.7808 -0.8973 -1.8142
H 1.1820 -0.1552 -1.9076
H 1.9859 -1.1178 -2.8356
C 2.9479 -0.7435 -0.9163
C 2.9597 0.4735 -0.0490
C 3.1749 0.5943 1.1961
C 3.0314 1.6109 1.8817
C 2.7834 2.8860 1.4367
C 2.5296 2.7707 0.0251
C 2.5998 1.6771 -0.7041
H 2.5057 2.0138 -1.7386
H 2.3578 3.8469 -0.6059
H 2.6749 3.7640 2.2771
H 3.2131 1.6252 3.0891
H 3.3114 -0.3045 1.8387
O 4.1664 -0.5757 -1.7997
H 3.8884 0.4699 -2.0702
C 3.3122 -2.0575 -0.2853
H 4.2971 -2.0022 0.2470
C 2.2141 -2.4932 0.5500
H 2.6753 -2.3932 1.6581
H 2.3305 -3.7531 0.5604
H 3.7451 -2.8780 -1.0747
H 0.9848 -2.8486 -1.6031
H -2.1818 -2.2801 0.9479
H -3.8317 -3.2642 -0.1754
H -5.4975 -2.9609 0.3730
```

Calculated values
gap between HOMO and LUMO	7.79	eV
SMILES string	COc1cc(C(=O)N2CCC(O)(c3ccccc3)CC2)cc(OC)c1OC
net charge	0

These are the Löwdin partial charges, in e, on atoms 1 to 5: 0.0500 0.0744 -0.0538 -0.2737 0.0384

=====

Order from most stable to least stable according to the calculation: version one, version two